Computed, not measured: a cluster of 2 separate species, C8H17N2O in total, with ωB97M-V/def2-TZVPD.

Values from the calculation:
Gap between HOMO and LUMO (alpha / beta) = 0.2062 / 0.2061 Ha
Relative energy (zero: lowest compared OMol25 entry of this formula, charge and spin) = 636.55 kJ/mol
E_HOMO (alpha / beta) = -10.398 / -10.398 eV
Total charge = +1

Cartesian coordinates (Å):
C1 0.135 1.870 -4.181
C2 0.102 0.848 -3.453
C3 0.262 3.296 -3.785
C4 0.021 2.439 -1.600
C5 -0.027 1.072 0.360
C6 0.227 3.643 0.471
C7 -0.072 -5.173 2.055
C8 0.164 -3.027 3.378
N1 0.139 2.338 -0.336
N2 -0.572 -4.260 3.129
O1 0.112 3.487 -2.355
H1 -0.058 1.791 -5.323
H2 -0.290 -0.117 -3.467
H3 1.262 3.812 -3.802
H4 -0.423 3.810 -4.368
H5 -0.793 1.038 1.202
H6 -0.451 0.381 -0.269
H7 0.911 0.769 0.713
H8 -0.723 4.116 0.497
H9 0.509 3.320 1.502
H10 0.978 4.325 0.047
H11 0.811 -5.602 2.365
H12 -0.740 -6.024 1.989
H13 -0.141 -4.564 1.094
H14 1.208 -3.196 3.431
H15 -0.206 -2.402 2.416
H16 -0.408 -2.628 4.271
H17 -0.677 -4.858 3.913

Computed, not measured: an isolated molecule of C8H17N2O3P, with ωB97M-V/def2-TZVPD.

Values from the calculation:
Gap between HOMO and LUMO (alpha / beta) = 0.2164 / 0.2164 Ha
Relative energy (zero: lowest compared OMol25 entry of this formula, charge and spin) = 223.54 kJ/mol
E_HOMO (alpha / beta) = -7.239 / -7.239 eV

Cartesian coordinates (Å):
C1 -1.907 -2.647 0.117
C2 -2.918 -1.740 -0.535
C3 0.327 -1.418 -0.470
C4 3.140 0.222 1.193
C5 1.932 1.084 -0.937
C6 -3.165 2.623 -0.369
C7 1.730 -1.304 -0.125
C8 1.889 0.218 0.324
N1 -0.523 -2.302 0.095
N2 -3.129 -0.602 0.273
O1 -2.164 -3.663 0.810
O2 -2.242 1.077 1.892
O3 -2.187 1.590 -0.606
P1 -1.829 0.517 0.599
H1 -2.407 -1.599 -1.594
H2 -3.846 -2.344 -0.748
H3 -0.128 -0.744 -1.236
H4 3.480 -0.696 1.582
H5 2.993 0.985 2.005
H6 3.978 0.402 0.609
H7 2.255 0.447 -1.774
H8 2.528 2.058 -1.012
H9 0.939 1.490 -1.156
H10 -4.164 2.232 -0.471
H11 -2.941 3.451 -1.150
H12 -2.944 3.197 0.588
H13 2.051 -1.930 0.709
H14 2.347 -1.583 -1.026
H15 0.885 0.521 0.872
H16 -0.009 -3.080 0.577
H17 -3.732 -0.729 1.106

Computed, not measured: a cluster of 2 separate species, C8H17N2O4 in total, with ωB97M-V/def2-TZVPD.

Values from the calculation:
Gap between HOMO and LUMO = 0.2735 Ha
Relative energy (zero: lowest compared OMol25 entry of this formula, charge and spin) = 0.00 kJ/mol
E_HOMO = -12.229 eV
Total charge = +1

Cartesian coordinates (Å):
N1 -1.451 -1.462 3.195
C1 -0.486 -0.718 2.473
O1 -0.853 -0.485 1.140
C2 0.889 -1.382 2.370
N2 1.818 -0.526 2.502
C3 1.288 0.861 2.568
C4 -0.074 0.608 3.201
O2 0.137 0.397 4.574
H1 -1.485 -2.445 2.950
H2 -1.333 -1.388 4.197
H3 -1.623 0.108 1.137
H4 1.082 -2.446 2.284
H5 2.804 -0.758 2.563
H6 1.162 1.186 1.533
H7 1.941 1.554 3.087
H8 -0.759 1.439 3.019
H9 -0.680 0.529 5.076
O3 1.405 2.352 -4.495
C5 0.572 1.581 -4.121
O4 0.566 1.249 -2.800
C6 -0.436 0.429 -2.203
C7 -0.140 -1.049 -2.354
C8 -0.417 0.930 -5.057
H10 -1.430 0.687 -2.572
H11 -0.401 0.709 -1.150
H12 -0.162 -1.356 -3.399
H13 -0.873 -1.643 -1.807
H14 0.854 -1.268 -1.961
H15 0.066 0.061 -5.506
H16 -0.638 1.639 -5.850
H17 -1.345 0.609 -4.593

Computed, not measured: a structure of composition C8H17N2O4Rb, with ωB97M-V/def2-TZVPD.

Values from the calculation:
Gap between HOMO and LUMO (alpha / beta) = 0.3656 / 0.2226 Ha
Multiplicity = 2
E_HOMO (alpha / beta) = -12.518 / -12.518 eV
⟨S²⟩ = 0.7573
Total charge = +1

Cartesian coordinates (Å):
Rb1 0.269 1.999 -1.746
C1 -2.600 1.635 0.457
C2 -2.616 3.050 0.196
O1 -2.684 3.938 1.093
O2 -2.161 3.343 -0.917
H1 -1.836 1.350 1.180
H2 -2.451 1.078 -0.468
H3 -3.549 1.245 0.827
C3 0.910 2.784 2.058
O3 1.213 2.708 0.822
N1 0.805 1.782 2.964
C4 -0.081 1.937 4.080
C5 1.279 0.425 2.696
H4 0.530 3.722 2.491
H5 -0.669 2.854 4.030
H6 0.416 1.856 5.046
H7 -0.800 1.120 4.126
H8 1.940 0.246 1.848
H9 1.828 0.115 3.585
H10 0.472 -0.307 2.674
C6 0.573 -1.771 -2.236
O4 0.703 -0.610 -2.673
N2 0.721 -2.876 -2.970
C7 0.744 -4.298 -2.408
C8 1.029 -2.844 -4.420
H11 0.173 -2.064 -1.253
H12 1.579 -4.329 -1.708
H13 0.923 -5.026 -3.200
H14 -0.002 -4.664 -1.704
H15 0.480 -2.042 -4.913
H16 2.060 -2.567 -4.642
H17 0.802 -3.789 -4.915